10
Properties=species:S:1:pos:R:3:mulliken_charge:R:1 method="wB97M-V/def2-TZVPD" molar_mass_g_mol=58.1 smiles="C=C.C=O" homo_ev=-10.23 homo_lumo_gap_ev=11.10 total_energy_ha=-193.07322 max_force_ev_per_a=0.69 e_above_lowest_ev=1.904
C 0.0685 1.0961 1.4027 -0.470
C 0.8478 0.1700 1.9236 -0.411
H 0.1323 1.5043 0.4013 0.254
H -0.7133 1.5477 1.9921 0.187
H 1.5723 -0.3344 1.3081 0.230
H 0.6611 -0.1183 2.9501 0.213
O -0.5333 -1.2814 -1.4692 -0.370
C -0.5090 -0.1528 -1.8650 -0.131
H -1.1639 0.6258 -1.4356 0.265
H 0.1473 0.1357 -2.7150 0.234